[1]
{"formula": "C31H46NTi", "method": "ωB97M-V with the def2-TZVPD basis set", "fmax_ev_per_a": 1.4, "charge": 3, "homo_ev": -17.377, "orbital_gap_ev": 7.196, "e_tot_ev": -57474.456, "species": ["Ti", "C", "C", "C", "C", "C", "C", "C", "C", "C", "C", "C", "C", "H", "H", "H", "H", "H", "H", "H", "H", "H", "H", "H", "H", "H", "H", "H", "H", "H", "H", "C", "C", "C", "C", "C", "C", "C", "C", "C", "C", "H", "H", "H", "H", "H", "H", "H", "H", "H", "H", "H", "H", "H", "H", "H", "C", "N", "C", "C", "C", "C", "C", "C", "C", "C", "H", "H", "H", "H", "H", "H", "H", "H", "H", "H", "H", "H", "H"], "positions_angstrom": [[0.6216, 0.4618, 0.6047], [-0.4912, -2.0084, 3.3170], [0.4283, -1.6920, 2.1717], [1.5838, -0.9081, 2.3735], [1.8131, -0.2629, 3.7209], [2.5549, -0.8186, 1.3473], [3.9488, -0.3645, 1.7000], [2.2876, -1.3821, 0.0752], [3.3583, -1.3932, -0.9904], [1.0674, -2.0631, -0.1568], [0.8719, -2.7355, -1.4868], [0.1429, -2.2261, 0.8954], [-1.1298, -3.0012, 0.7317], [-1.4562, -1.5076, 3.2251], [-0.0620, -1.7564, 4.2794], [-0.7002, -3.0788, 3.3193], [2.2629, -0.9832, 4.4094], [0.8809, 0.0714, 4.1751], [2.4731, 0.5935, 3.6648], [4.4837, -1.2382, 2.0855], [3.9705, 0.3879, 2.4796], [4.5118, 0.0077, 0.8567], [3.2837, -0.5401, -1.6660], [3.2937, -2.2892, -1.6012], [4.3506, -1.3800, -0.5526], [1.4960, -3.6333, -1.5190], [1.1939, -2.1077, -2.3175], [-0.1470, -3.0583, -1.6631], [-0.9919, -4.0203, 1.1046], [-1.4500, -3.0729, -0.3014], [-1.9374, -2.5530, 1.3076], [1.4020, 2.6074, 1.1994], [2.1552, 2.1655, 0.0841], [1.2481, 1.9266, -0.9873], [-0.0475, 2.3516, -0.5722], [0.0480, 2.7500, 0.7851], [-1.0256, 3.3975, 1.6051], [-1.2076, 2.6604, -1.4618], [1.6142, 1.5334, -2.3897], [3.6418, 2.2335, -0.0613], [1.9374, 3.0436, 2.5268], [-1.4424, 2.7531, 2.3779], [-1.8528, 3.7288, 0.9803], [-0.6114, 4.2720, 2.1082], [-2.1558, 2.3030, -1.0640], [-1.0605, 2.2751, -2.4693], [-1.2813, 3.7469, -1.5566], [1.2078, 0.5638, -2.6948], [2.6921, 1.4894, -2.5263], [1.2299, 2.2750, -3.0917], [4.0438, 1.4562, -0.7072], [4.1608, 2.2121, 0.8908], [3.8711, 3.1922, -0.5348], [1.2823, 2.7643, 3.3525], [2.0194, 4.1334, 2.5375], [2.9303, 2.6429, 2.7200], [-3.5091, -2.4122, -2.9765], [-3.1383, -0.9662, -3.1712], [-2.8418, -0.6988, -4.6255], [-1.9930, -0.5373, -2.2933], [-2.3508, -0.3031, -0.8407], [-3.6657, -0.3728, -0.3852], [-4.0184, -0.0879, 0.9303], [-3.0367, 0.2685, 1.8358], [-1.7231, 0.3134, 1.3770], [-1.3487, 0.0469, 0.0778], [-4.4422, -2.5951, -3.5024], [-3.6198, -2.6116, -1.9151], [-2.7079, -3.0069, -3.4089], [-3.9510, -0.3951, -2.9339], [-1.9467, -1.2562, -4.8901], [-2.6919, 0.3698, -4.7528], [-3.6919, -1.0410, -5.2090], [-1.6033, 0.3742, -2.7490], [-1.2387, -1.3137, -2.4133], [-4.4776, -0.6505, -1.0473], [-5.0544, -0.1428, 1.2335], [-3.2806, 0.4999, 2.8641], [-0.9810, 0.5928, 2.1556]], "forces_ev_per_a": [[-1.3, -0.6, 0.1], [0.0, -0.1, 0.0], [0.0, 0.1, 0.1], [0.1, 0.0, 0.3], [0.0, -0.1, 0.0], [0.5, 0.0, 0.1], [0.0, -0.1, 0.0], [0.2, 0.1, 0.0], [0.0, 0.0, 0.0], [0.1, 0.2, 0.0], [0.0, 0.0, -0.1], [0.0, 0.1, 0.0], [0.0, 0.0, 0.0], [0.0, 0.0, 0.0], [0.0, 0.0, 0.0], [0.0, 0.0, 0.0], [0.0, 0.0, 0.0], [0.0, 0.0, 0.0], [0.0, 0.0, 0.0], [0.0, 0.0, 0.0], [0.0, 0.0, 0.0], [0.0, 0.0, 0.0], [0.0, 0.0, 0.0], [0.0, 0.0, 0.0], [0.0, 0.0, 0.0], [0.0, 0.0, 0.0], [0.0, 0.0, 0.0], [0.0, 0.0, 0.0], [0.0, 0.0, 0.0], [0.0, 0.0, 0.0], [0.0, 0.0, 0.0], [0.1, -0.1, 0.1], [0.3, -0.1, -0.1], [0.1, 0.1, -0.3], [-0.1, 0.2, -0.1], [0.0, 0.0, 0.2], [0.0, 0.0, -0.1], [0.0, 0.1, 0.0], [0.0, 0.0, -0.1], [-0.1, 0.0, 0.0], [0.0, 0.0, 0.0], [0.0, 0.0, 0.0], [0.0, 0.0, 0.0], [0.0, 0.0, 0.0], [0.0, 0.0, 0.0], [0.0, 0.0, 0.0], [0.0, 0.0, 0.0], [-0.1, 0.0, 0.1], [0.0, 0.0, 0.0], [0.0, 0.0, 0.0], [0.0, 0.0, 0.0], [0.0, 0.0, 0.0], [0.0, 0.0, 0.0], [0.0, 0.0, 0.0], [0.0, 0.0, 0.0], [0.0, 0.0, 0.0], [0.1, 0.3, 0.0], [0.0, -0.1, 0.0], [0.0, -0.1, 0.3], [-0.1, -0.1, -0.3], [0.0, 0.0, 0.2], [0.0, 0.0, -0.1], [0.1, 0.0, 0.0], [0.0, 0.0, 0.0], [0.0, 0.1, 0.1], [-0.1, 0.1, -0.3], [0.0, -0.1, 0.0], [0.0, -0.1, 0.0], [0.0, -0.1, 0.0], [0.0, 0.0, 0.0], [0.0, 0.0, -0.1], [0.0, 0.0, -0.1], [0.0, 0.0, -0.1], [0.0, -0.1, 0.1], [0.1, 0.0, 0.1], [0.0, 0.0, 0.0], [0.0, 0.0, 0.0], [0.0, 0.0, 0.0], [0.2, 0.0, -0.1]]}

***

[2]
{"formula": "C31H46P2Ru", "method": "ωB97M-V with the def2-TZVPD basis set", "fmax_ev_per_a": 6.9, "charge": 2, "homo_ev": [-12.094, -11.974], "s_squared": 6.030, "spin_multiplicity": 5, "orbital_gap_ev": [5.840, 4.091], "e_tot_ev": -54028.628, "species": ["Ru", "C", "C", "C", "C", "C", "C", "H", "H", "H", "C", "H", "H", "H", "C", "H", "H", "H", "C", "H", "H", "H", "C", "H", "H", "H", "C", "C", "C", "C", "C", "C", "C", "C", "H", "H", "H", "H", "H", "H", "H", "H", "H", "H", "H", "H", "P", "C", "C", "P", "C", "C", "C", "H", "H", "H", "H", "H", "H", "H", "H", "H", "H", "H", "H", "H", "H", "C", "C", "C", "C", "C", "C", "C", "C", "H", "H", "H", "H", "H"], "positions_angstrom": [[0.7962, -1.3875, -2.5239], [-0.5184, -2.8608, 1.4166], [0.7556, -2.9656, 0.8226], [0.9547, -1.6108, 2.6620], [-0.3988, -2.0345, 2.5787], [1.6898, -2.1849, 1.5974], [-1.7736, -3.4584, 0.9118], [-1.5884, -4.0312, -0.0018], [-2.5074, -2.6771, 0.6813], [-2.2229, -4.1209, 1.6663], [-1.4875, -1.5138, 3.3888], [-2.4080, -2.1107, 3.3013], [-1.7077, -0.5050, 3.0316], [-1.2120, -1.4304, 4.4489], [1.4372, -0.5710, 3.5885], [1.0541, -0.7153, 4.6087], [1.0725, 0.4111, 3.2459], [2.5255, -0.5221, 3.6366], [3.1079, -1.9746, 1.3408], [3.7396, -2.5653, 2.0168], [3.3935, -0.9248, 1.4764], [3.3869, -2.2741, 0.3255], [1.0780, -3.6313, -0.4549], [1.3838, -4.6554, -0.2113], [1.8781, -3.1101, -1.0302], [0.2079, -3.6640, -1.1323], [-0.6063, -0.3404, -3.5225], [-0.7747, -1.7890, -3.5457], [-0.5335, -2.5352, -4.8218], [0.9789, -2.6014, -5.1632], [1.8385, -2.0343, -4.0451], [2.2215, -0.7048, -3.7553], [1.5999, 0.5520, -4.2858], [0.1228, 0.4336, -4.6156], [-1.0865, -2.0628, -5.6418], [1.2111, -2.2556, -6.1795], [-0.9085, -3.5624, -4.7131], [-0.0745, 0.0516, -5.6224], [-1.4349, 0.2062, -3.0680], [-1.5908, -2.1382, -2.8862], [-0.3134, 1.4162, -4.5546], [1.6999, 1.2919, -3.4554], [3.2294, -0.5796, -3.3280], [2.1607, 0.9656, -5.1147], [1.2115, -3.6768, -5.1556], [2.5176, -2.8043, -3.5789], [-2.3039, 1.6021, 0.0080], [-3.6919, 2.6877, -0.3383], [-2.8916, -0.0775, -0.3422], [1.5716, 0.7592, -0.8277], [-0.9525, 1.9316, -1.0232], [3.3492, 0.4208, -0.9123], [1.7106, 2.1140, 0.4078], [-3.9298, 3.3569, 0.4925], [-4.5986, 2.1133, -0.5515], [-3.4229, 3.3039, -1.2050], [-3.1474, -0.2482, -1.4008], [-3.7347, -0.2342, 0.3357], [-2.0725, -0.7773, -0.0969], [1.6226, 3.0126, -0.2447], [2.7061, 2.0924, 0.9018], [0.8767, 2.0755, 1.1454], [-0.3419, 2.8097, -0.7328], [-1.1525, 1.9842, -2.1068], [3.8710, 0.5594, 0.0541], [3.7478, 1.1715, -1.6405], [3.5598, -0.5926, -1.3190], [-1.6812, 1.3565, 1.6202], [-1.2299, 1.8570, 2.6844], [-1.0596, 2.9100, 3.5966], [-1.1018, 4.2375, 3.0789], [-1.1888, 5.3068, 3.9762], [-1.1532, 5.0888, 5.3596], [-1.0196, 3.7796, 5.8501], [-0.9518, 2.6833, 4.9890], [-1.1241, 4.4182, 1.9998], [-1.2971, 6.3359, 3.5832], [-1.2391, 5.9214, 6.0447], [-0.9872, 3.6182, 6.9236], [-0.8473, 1.6779, 5.3516]], "forces_ev_per_a": [[0.5, 0.2, 6.9], [1.9, -0.7, -1.7], [-2.3, 0.6, 0.3], [0.1, -0.6, -0.8], [1.9, 0.5, -0.4], [-1.7, 0.7, 1.8], [-0.3, -0.2, 0.0], [-0.2, 0.0, 0.2], [-0.1, -0.2, 0.1], [0.0, 0.1, -0.3], [-0.9, -0.1, 0.6], [0.3, 0.2, 0.1], [-0.2, -0.2, 0.2], [-0.1, 0.0, -0.2], [0.0, 0.5, 0.5], [0.2, 0.0, -0.2], [0.1, 0.0, 0.2], [-0.1, 0.0, 0.1], [1.0, 0.0, -0.3], [-0.1, 0.1, 0.0], [0.0, -0.2, 0.1], [0.0, 0.0, 0.1], [-0.1, -0.3, -0.4], [0.2, 0.0, -0.7], [0.1, -0.4, 0.4], [0.1, -0.3, 0.2], [-0.4, -0.9, -1.2], [-1.7, 1.2, -1.8], [0.1, -0.7, -0.7], [-0.2, -1.1, 0.0], [1.0, -1.2, -1.3], [0.5, 0.3, -1.0], [0.4, 0.8, 0.0], [-0.6, -0.1, 0.2], [0.0, -0.1, 0.1], [0.0, 0.2, 0.4], [0.0, 0.4, -0.1], [0.1, -0.1, 0.1], [0.5, -0.2, 0.5], [0.4, -0.1, -0.1], [0.0, 0.6, -0.5], [0.0, -0.3, -0.6], [-0.6, 0.0, 0.1], [0.2, 0.1, -0.3], [0.1, 0.4, -0.3], [-0.4, 0.7, -0.6], [-0.2, -3.1, 1.0], [-0.2, 0.8, 0.3], [0.5, -0.1, -0.6], [0.2, -0.3, 0.6], [0.3, 2.3, -1.1], [1.0, -0.3, -0.7], [-0.4, 0.3, 0.1], [0.2, 0.0, 0.0], [0.3, -0.1, 0.0], [-0.1, -0.1, 0.1], [-0.3, 0.2, 0.4], [0.0, -0.2, -0.2], [-0.3, 0.3, 0.1], [0.2, -0.1, 0.8], [-0.8, 0.1, -0.3], [0.7, 0.2, -0.5], [-0.3, -0.8, 0.0], [0.1, -0.4, 0.6], [-0.3, -0.1, -0.6], [0.0, -0.5, 0.5], [0.1, 0.7, 0.4], [1.3, 2.5, 2.4], [-2.2, -0.6, -4.5], [0.8, 0.7, 1.6], [-0.3, -0.2, 0.7], [0.1, 0.2, -0.4], [0.0, -0.9, -0.5], [0.1, 0.1, -0.1], [-0.2, 1.2, -0.6], [0.0, -0.1, 0.4], [0.2, -0.8, 0.3], [0.0, 0.0, 0.0], [0.0, 0.0, -0.2], [-0.1, -0.2, 0.2]]}